# 1
Below is a structure of composition C24H19NO2PdS4Si, with properties calculated with ωB97M-V/def2-TZVPD.

Atoms and positions in Å:
Pd -0.09137 -0.92851 -2.23126
O 3.53907 1.35098 -2.84856
C 2.37569 0.94045 -2.71603
O 1.98198 -0.25283 -2.59616
C 1.30149 2.03621 -2.65538
C 1.66767 3.35987 -2.41643
C 0.67506 4.30806 -2.25096
C -0.65190 3.91588 -2.33883
C -0.92363 2.58309 -2.61005
N 0.03055 1.66969 -2.76928
H 2.72118 3.59395 -2.34980
H 0.92910 5.34161 -2.04016
H -1.46057 4.62134 -2.19101
H -1.94297 2.21943 -2.68303
S -2.29391 -1.30113 -2.15614
S -2.55942 -3.29547 -1.91689
S -1.47953 -4.18895 -3.51613
S 0.28359 -3.17471 -3.66689
C -1.77113 -4.70091 1.99683
C -2.29082 -3.48734 2.42709
C -1.83620 -2.29442 1.86536
C -0.86330 -2.29038 0.86375
C -0.37137 -3.52761 0.42580
C -0.80879 -4.71870 0.99314
Si -0.21860 -0.73128 0.02163
C 1.53654 -0.52840 0.74676
C 2.10899 -1.47769 1.60172
C 3.40880 -1.33475 2.08488
C 4.17236 -0.23388 1.72235
C 3.62556 0.72645 0.87996
C 2.32855 0.57565 0.40727
C -1.18643 0.74280 0.77072
C -0.57337 1.71373 1.57431
C -1.27313 2.81927 2.05743
C -2.61927 2.97933 1.75987
C -3.25662 2.02290 0.97648
C -2.54939 0.92820 0.48683
H -2.13119 -5.63073 2.42506
H -3.05584 -3.46615 3.19624
H -2.25175 -1.35324 2.21308
H 0.32751 -3.55736 -0.40705
H -0.42659 -5.66162 0.61892
H 1.53315 -2.34846 1.89289
H 3.82616 -2.09372 2.73761
H 5.19049 -0.13057 2.08192
H 4.21439 1.57936 0.56288
H 1.92370 1.33803 -0.24765
H 0.47438 1.61089 1.83002
H -0.75952 3.55510 2.66673
H -3.16633 3.83933 2.13159
H -4.30863 2.13267 0.73512
H -3.05437 0.20457 -0.14654

Values from the calculation:
Charge: -2
Energy relative to the best compared isomer or geometry (same formula, charge and spin): 0.0 kJ/mol
Lowest unoccupied orbital energy: 4.6 eV
Gap between HOMO and LUMO: 5.00 eV
Strongest force on any atom: 0.5 eV/Å
2S+1: 1

# 2
Below is a structure of composition C24H20AsIrO6PS2Se2, with properties calculated with ωB97M-V/def2-TZVPD.

Atoms and positions in Å:
Ir 0.72881 2.39358 -1.45692
Se -2.23492 1.95242 -1.55077
P -1.44977 0.13897 -2.34429
Se 0.66636 0.38507 -2.88014
C -1.59491 -1.24419 -1.16658
C -0.64424 -2.25991 -1.12770
C -0.78644 -3.31384 -0.23692
C -1.87076 -3.35025 0.62650
C -2.81374 -2.33173 0.60142
C -2.67802 -1.28131 -0.29241
C -2.35552 -0.46421 -3.80853
C -3.27934 0.35001 -4.45030
C -3.93323 -0.10321 -5.58854
C -3.66594 -1.36824 -6.08841
C -2.74155 -2.18509 -5.44877
C -2.08859 -1.73553 -4.31326
H 0.22940 -2.20504 -1.76572
H -0.02984 -4.08676 -0.19504
H -1.96602 -4.15950 1.33982
H -3.64386 -2.33922 1.29602
H -3.39073 -0.46565 -0.29293
H -3.47946 1.33583 -4.04875
H -4.65296 0.53575 -6.08443
H -4.17651 -1.72057 -6.97601
H -2.52954 -3.17376 -5.83579
H -1.36948 -2.37611 -3.81721
O 4.73313 3.58333 0.45169
As 3.64973 2.18321 0.55248
O 4.53880 0.85628 0.91720
O 2.82024 2.12163 -0.89502
C 2.56141 2.60895 2.10770
C 2.58391 1.59104 3.05804
C 1.88645 1.69931 4.25313
C 1.14327 2.83992 4.50776
C 1.11018 3.86256 3.57217
C 1.82839 3.76909 2.38238
S 1.78232 5.23251 1.39130
O 1.82197 4.65470 -0.12415
O -1.74680 0.63655 2.84774
O 0.51021 4.05851 -0.42606
H 5.62656 3.21872 0.43522
H 3.17332 0.70956 2.83736
H 1.91428 0.88710 4.96846
H 0.56946 2.92955 5.42172
H 0.50306 4.74269 3.74709
S -0.69422 0.79931 1.79949
C 0.35953 -0.60233 1.90481
C 0.17702 -1.57575 2.88110
C 1.07861 -2.62486 2.96061
C 2.15586 -2.69400 2.08240
C 2.33275 -1.71681 1.10994
C 1.42620 -0.67581 1.01102
H -0.66003 -1.48698 3.56183
H 0.94990 -3.38811 3.71892
H 2.86870 -3.50510 2.16725
H 3.19021 -1.73048 0.45053
H 1.55639 0.08821 0.25163

Values from the calculation:
Charge: -1
Energy relative to the best compared isomer or geometry (same formula, charge and spin): 33.3 kJ/mol
Lowest unoccupied orbital energy (alpha / beta): 2.4 / 1.5 eV
Gap between HOMO and LUMO (alpha / beta): 6.27 / 7.02 eV
Strongest force on any atom: 0.4 eV/Å
2S+1: 5

# 3
Below is the molecule C24H20B2O in a non-equilibrium geometry, with properties calculated with ωB97M-V/def2-TZVPD.

Atoms and positions in Å:
O -0.14172 0.97860 0.15470
B -1.29278 0.71441 -0.54545
B 1.13281 0.45930 0.36868
C -5.02561 2.38004 0.99866
C -1.49642 -2.48335 -3.60303
C 3.48596 2.22074 3.63454
C 3.20298 -3.17724 -0.61871
C -3.83758 2.34939 1.76978
C -4.93088 1.77274 -0.25457
C -1.52237 -1.15915 -3.81701
C -1.30309 -2.81267 -2.27883
C 3.75387 0.94792 3.24323
C 2.50298 2.99680 2.92078
C 3.41652 -2.08048 -1.48965
C 2.14045 -3.13332 0.34898
C -2.65676 1.89670 1.28653
C -3.79265 1.23289 -0.75042
C -1.53241 -0.12471 -2.84366
C -1.15589 -1.85153 -1.29603
C 3.07381 0.36007 2.17960
C 1.75987 2.42184 1.90420
C 2.63074 -0.92490 -1.42897
C 1.45904 -1.89351 0.43671
C -2.61636 1.32833 -0.04302
C -1.32765 -0.49131 -1.55515
C 2.00098 1.11210 1.50404
C 1.70547 -0.82633 -0.40352
H -5.96370 2.68129 1.41314
H -1.60061 -3.23435 -4.34185
H 3.92108 2.56570 4.59297
H 3.83411 -4.01635 -0.63250
H -3.85349 2.67817 2.79452
H -5.84533 1.60442 -0.78433
H -1.46106 -0.92195 -4.88271
H -1.17776 -3.81871 -2.07662
H 4.69586 0.51991 3.61273
H 2.46402 4.04208 2.94804
H 3.96622 -2.28069 -2.43325
H 2.06524 -3.96665 0.98774
H -1.72953 2.04322 1.88439
H -3.84222 0.76168 -1.71519
H -1.52854 0.93907 -3.05061
H -1.09026 -2.28534 -0.36001
H 3.11289 -0.65380 1.89138
H 1.11337 3.01145 1.28577
H 2.64244 -0.08110 -2.10578
H 0.64395 -1.80142 1.14971

Values from the calculation:
SMILES string: c1ccc(B(OB(c2ccccc2)c2ccccc2)c2ccccc2)cc1
Energy relative to the best compared isomer or geometry (same formula, charge and spin): 60.2 kJ/mol
Lowest unoccupied orbital energy: 0.0 eV
Gap between HOMO and LUMO: 8.67 eV
Strongest force on any atom: 4.0 eV/Å
2S+1: 1

Look up the strongest force on any atom of the first one. 0.5 eV/Å